1.
C21H52Cl2N3O10Zn | wB97M-V/def2-TZVPD

```
89
Properties=species:S:1:pos:R:3:forces:R:3
Zn -2.43845 -1.23489 0.04606 1.49 0.57 -0.16
Cl 3.70782 -4.25183 2.98468 -0.37 0.27 -0.12
Cl 4.39026 -1.41248 2.68951 -0.95 -0.52 0.45
O 1.44826 1.95479 5.68454 -0.18 -1.27 0.18
O -0.73984 -0.67299 0.70525 0.42 -0.54 0.51
O 3.04442 -2.33779 -4.40249 -0.39 -0.41 1.06
O -1.75491 -2.45503 -1.53300 -1.29 0.83 0.42
O -0.96205 -3.23059 -3.49170 -1.11 1.96 1.98
O -0.30774 -4.14820 -1.56473 0.95 -0.65 -0.11
O -3.82198 -0.01157 1.07109 -0.32 -0.22 -0.54
O -0.32359 3.91403 1.19120 -1.18 0.28 0.04
O 2.48814 -1.89898 -2.32017 0.07 -1.20 -2.50
O 1.75365 -0.48268 -4.01385 1.00 -1.50 0.76
N -0.90102 1.58291 2.74475 -0.08 0.76 1.13
N -2.58009 0.21664 -1.34388 0.48 0.43 -0.70
N -0.47501 1.83413 -0.54149 -2.43 0.38 -0.02
C -4.85112 -0.17720 -1.66214 -0.39 0.89 0.20
C 4.25269 -1.39892 -6.17383 0.13 1.44 -1.51
C -0.34355 -4.42820 -0.16524 -0.32 0.52 1.94
C 0.92161 2.78533 -2.21904 0.55 0.35 -0.42
C 0.25599 2.05106 4.90209 0.75 1.77 -0.37
C 1.53502 1.62268 2.72844 0.74 -0.35 0.83
C -3.99055 1.21411 0.32363 0.47 -0.06 -0.69
C -4.03018 0.15889 2.46819 -0.07 0.03 1.29
C 1.93295 -1.06531 -1.37985 0.19 2.76 1.08
C 3.05187 -2.24400 -5.88669 0.17 0.32 2.49
C 0.30284 1.31381 3.58315 -0.95 -1.07 -1.07
C -0.90798 5.06224 1.76755 0.15 0.77 0.93
C -0.01790 -3.91859 -4.31796 0.43 -1.72 1.47
C -1.02786 -3.21285 -2.10534 1.15 -1.76 -3.32
C 1.35076 2.34020 7.05340 -0.58 0.07 -0.63
C 1.00186 -4.77560 0.45493 -0.03 -0.71 -1.51
C 3.05077 -2.60217 3.02591 0.53 0.35 -0.28
C 2.38543 -1.46317 -3.64134 -0.62 0.24 -0.15
C 0.01886 4.13914 -0.14388 2.44 -0.70 -1.51
C -3.84215 0.89642 -1.17761 -1.54 -1.64 0.50
C 0.59506 2.79020 -0.75300 -0.90 0.00 1.42
H 0.05683 -3.55746 -5.34368 -0.43 0.65 0.46
H -0.84984 0.83619 2.06659 -0.27 0.05 -0.46
H 4.05677 -0.34058 -6.00170 -0.43 0.04 0.12
H 5.18338 -1.54537 -5.62566 -0.34 -0.95 0.13
H -3.29986 0.83685 2.90990 0.17 0.13 -0.26
H -4.78606 -1.13559 -1.14703 0.30 0.01 0.29
H -4.62178 -0.38292 -2.70770 -0.42 0.08 -0.07
H -1.11915 -5.15742 0.06880 0.16 -0.41 -0.59
H -0.72583 2.46247 2.28023 -0.26 -0.08 -0.28
H 1.52861 -5.52719 -0.13307 -0.02 -0.09 -0.10
H 0.74285 1.65772 7.64732 0.15 -0.47 -0.01
H -0.72612 4.50968 -0.84801 -0.92 -0.14 0.45
H 0.94475 -3.93292 -3.80689 0.15 0.14 -0.32
H 2.56170 -2.46274 3.99000 0.53 0.30 -0.02
H 1.41893 2.58574 2.23130 -0.02 0.11 0.26
H -4.95026 1.68243 0.54210 -0.05 -0.19 0.10
H 0.97098 1.75708 -2.57733 0.33 -0.05 0.11
H -3.17663 1.88196 0.60580 -0.07 0.21 0.24
H 1.76525 0.90628 1.93985 -0.42 -0.31 -0.05
H 2.02966 -1.38565 -0.34249 0.06 -1.01 -0.31
H 4.47101 -1.44078 -7.24092 0.20 -0.14 -0.10
H 0.15303 3.23869 -2.84503 -0.22 0.25 0.26
H 0.81132 -5.25494 1.41516 0.22 0.57 0.21
H 2.36649 2.40333 7.44382 -0.19 0.02 -0.03
H -3.94333 -0.78646 3.00379 0.19 -0.22 -0.47
H 0.02506 0.26879 3.72054 1.47 -0.60 0.64
H 0.30422 3.09698 4.59908 -0.76 0.60 -0.08
H 1.64284 -3.89415 0.43817 0.00 -0.08 0.56
H -0.17397 5.86793 1.78197 -0.12 0.37 -0.57
H -5.03430 0.51333 2.70104 -0.13 0.16 -0.44
H 1.86196 3.29487 -2.42928 0.07 -0.05 -0.09
H -0.40643 0.91160 -0.13614 1.68 -0.47 0.10
H -0.69765 1.89089 5.40508 0.17 -0.36 0.38
H -1.80617 0.84360 -1.17638 0.77 0.96 0.62
H -5.87401 0.16215 -1.49898 -0.09 -0.01 -0.44
H 2.55738 -0.17190 -1.37873 -0.18 0.52 0.09
H 0.78308 4.91635 -0.14869 0.37 0.06 -0.19
H 2.06330 -1.82889 -6.08293 0.32 0.19 -0.84
H 0.15262 -1.01534 0.90734 -1.14 -0.08 -0.16
H 2.31051 -2.42904 2.24479 0.21 -0.37 -0.03
H 0.91583 -0.71206 -1.54954 -0.16 -0.44 -0.32
H -1.86552 5.35355 1.33586 0.17 0.06 -0.58
H -3.98605 1.79060 -1.78410 0.27 0.18 0.16
H -0.37500 -4.94812 -4.34324 0.21 -0.14 -0.30
H 0.82273 3.28915 7.14722 0.26 0.44 -0.05
H -2.36631 0.06990 -2.32003 -0.51 -0.85 -0.43
H -1.13006 4.97639 2.83122 0.15 -0.98 0.06
H 1.39356 2.42911 -0.10484 0.72 0.54 -0.29
H -1.08708 2.23623 0.15405 -0.28 0.29 0.11
H 2.43139 1.63670 3.34846 0.10 0.19 0.04
H -0.64593 -3.56981 0.43461 -0.32 0.56 -0.58
H 3.14903 -3.28076 -6.20884 -0.08 0.15 0.00
```
Forces are in eV/Å.

Largest force on an atom   3.93 eV Å⁻¹
HOMO level   -11.1 eV
Total charge   +1
Energy above the lowest of the compared OMol25 structures with the same formula, charge and spin   0.00 kJ/mol
Kohn-Sham gap   7.80 eV

2.
C21H52N2O6 | wB97M-V/def2-TZVPD

```
81
Properties=species:S:1:pos:R:3:forces:R:3
O 1.19665 14.66495 -29.61948 2.33 0.43 0.65
O 3.62947 24.29694 -25.05848 -1.12 -1.32 2.04
O 3.09964 21.20113 -27.63899 -3.53 0.71 -0.10
O 7.26903 19.31267 -32.02916 0.59 -3.02 0.57
O 7.90215 26.36508 -24.22105 0.68 -0.89 0.18
O 5.91036 28.24190 -27.48093 -0.61 -0.22 -1.94
N 5.77915 25.77166 -26.02247 0.58 -1.53 -0.19
N 2.51360 15.08653 -29.32092 -0.48 0.13 -3.68
C 3.09625 12.69617 -29.01547 -0.53 0.67 0.88
C 3.67242 13.79093 -31.15211 0.10 2.44 -0.97
C 1.71382 17.26830 -28.75294 -0.59 1.03 -0.21
C 4.16010 16.85847 -29.06183 0.16 0.23 0.01
C 6.99942 24.94882 -25.75462 -1.59 -1.19 0.00
C 3.54379 14.06602 -29.60573 -0.75 -3.20 -0.80
C 2.98528 24.95671 -23.89054 0.49 -0.89 -2.66
C 6.32296 21.34104 -31.51532 -0.08 0.42 -1.55
C 6.44480 29.44752 -28.10904 -0.58 -0.85 1.11
C 2.59972 17.04733 -31.13224 -0.64 -1.28 0.36
C 5.24905 21.65104 -27.58556 4.56 1.28 -0.75
C 8.58898 26.61727 -23.02006 -0.30 0.43 -0.30
C 2.51453 26.24813 -24.49714 -0.59 0.48 1.61
C 6.65517 20.32349 -32.69647 0.04 3.49 1.49
C 5.30165 15.83203 -29.32697 -1.42 1.34 -0.58
C 5.43752 25.84586 -27.45598 0.82 2.62 0.04
C 4.83325 14.42890 -28.95360 0.90 2.49 0.20
C 7.38254 25.01667 -24.30829 -0.26 2.77 -0.23
C 2.74051 16.54489 -29.61470 0.80 0.74 0.94
C 4.28916 20.69294 -28.07399 -0.98 -0.71 0.13
C 6.30503 26.97508 -28.09479 0.13 0.41 0.91
H 7.77377 25.15818 -26.49263 0.41 -0.03 0.38
H 7.34639 26.96324 -27.77304 0.35 -0.91 -0.38
H 6.72617 23.89414 -25.78752 -0.35 -0.26 -1.01
H 2.72738 12.89279 -28.00881 -0.21 -0.14 0.20
H 9.44624 25.95366 -22.90693 0.00 -0.20 0.21
H 5.00795 22.38533 -26.81693 -0.30 -0.91 0.84
H 5.58790 22.37527 -28.32635 -0.46 -0.02 -0.82
H 6.47199 25.02734 -23.70922 -0.30 -0.38 0.08
H 2.30080 12.21364 -29.58339 0.26 0.02 -0.02
H 6.20421 21.14114 -27.45998 0.27 0.14 0.97
H 3.56741 17.09107 -31.63198 -0.11 -0.14 0.09
H 4.32491 24.89328 -25.34542 0.81 0.61 -0.16
H 5.91746 29.91043 -28.94314 -0.75 -0.71 -0.20
H 4.06117 17.08047 -27.99928 0.04 -0.26 0.16
H 2.10841 24.39025 -23.57695 -0.05 -0.35 -0.47
H 7.14473 21.72726 -30.91229 0.66 -1.26 0.09
H 5.76061 20.00726 -33.23301 -0.22 0.18 -0.03
H 3.76971 14.75000 -31.66085 0.37 0.40 0.12
H 4.60500 14.60438 -27.90231 0.32 -1.03 0.43
H 4.28767 19.69572 -27.63392 1.14 -0.45 -0.09
H 1.89172 16.42905 -31.68412 0.30 -0.46 -0.10
H 7.45657 18.70444 -32.74782 0.53 -0.75 0.42
H 5.46656 24.94272 -28.06555 0.29 -0.28 0.59
H 7.44882 29.27096 -28.49487 0.35 0.20 0.62
H 5.56770 20.86202 -30.89224 0.04 0.31 0.05
H 1.78693 26.02670 -25.27795 0.01 0.08 0.13
H 7.42703 20.68331 -33.37681 -0.53 0.86 -0.48
H 3.27369 26.92205 -24.89416 0.20 -0.24 0.16
H 6.15415 16.14063 -28.72190 0.08 -0.12 -0.24
H 1.69695 18.34070 -28.94727 0.39 0.05 -0.40
H 3.31256 21.77658 -26.90068 -0.57 0.11 0.07
H 3.57662 24.96077 -22.97491 0.68 0.51 -0.30
H 4.32976 20.61537 -29.16046 -0.21 -0.11 -0.13
H 1.92526 17.26850 -27.68364 -0.20 -0.75 0.03
H 2.03711 26.70801 -23.63187 -0.47 0.89 -0.35
H 6.03150 22.33931 -31.84179 -1.05 -0.25 -0.58
H 5.67281 13.76413 -29.15686 -0.58 -0.53 0.29
H 6.25402 26.90568 -29.18138 -0.23 0.58 -0.16
H 4.60787 13.30860 -31.43562 -0.16 -0.50 0.63
H 6.29760 30.12505 -27.26797 0.94 0.43 -0.27
H 4.43835 26.27299 -27.54141 -0.31 -0.33 0.09
H 2.09358 18.00916 -31.21488 0.42 0.23 0.74
H 3.94594 12.03642 -28.83977 0.03 0.09 -0.54
H 0.88442 14.62456 -28.71257 -1.19 -0.31 0.50
H 8.96125 27.63944 -23.08861 -0.07 -0.01 0.19
H 0.70824 16.96055 -29.03964 -0.06 -0.15 0.44
H 2.83548 13.42872 -31.74913 -0.27 -0.81 0.96
H 7.87010 26.52557 -22.20585 0.28 -0.01 0.48
H 8.00572 24.21523 -23.91151 0.60 0.20 -0.35
H 5.50699 15.98947 -30.38581 0.58 -0.54 -0.08
H 5.97082 26.71163 -25.70652 -0.02 0.27 0.02
H 4.41540 17.81743 -29.51274 0.17 0.04 0.02
```
Forces are in eV/Å.

Largest force on an atom   4.80 eV Å⁻¹
HOMO level (spin up / spin down)   -10.5 / -10.5 eV
Total charge   +1
Energy above the lowest of the compared OMol25 structures with the same formula, charge and spin   158.63 kJ/mol
2S+1   2
Kohn-Sham gap (spin up / spin down)   8.02 / 3.44 eV

3.
C21H53N3O3S | wB97M-V/def2-TZVPD

```
81
Properties=species:S:1:pos:R:3:forces:R:3
S 15.43494 -1.66343 -19.17644 0.03 -0.19 -0.02
O 16.68312 -1.99654 -18.25926 0.02 0.16 -0.28
O 14.65478 -2.84513 -19.34558 -0.10 -0.35 -0.17
O 14.84848 -0.49521 -18.61658 0.07 0.22 0.06
N 11.84768 -1.73780 -14.65277 -0.25 -0.16 0.34
N 14.32262 -6.26813 -12.93206 -0.07 0.02 -0.13
N 4.29074 -2.79312 -15.15832 0.10 -0.52 -0.02
C 13.03811 -3.19755 -16.21353 0.67 -1.21 -0.56
C 4.88694 -2.28371 -13.93190 -0.50 -0.30 0.11
C 13.26614 -5.48423 -13.56859 -0.15 0.28 0.44
C 14.47141 -4.80501 -10.83407 -0.83 -0.34 0.09
C 10.54325 -1.14841 -14.39055 0.01 0.62 -0.69
C 15.62872 -5.86612 -13.46957 -0.88 0.07 -0.11
C 2.94625 -3.35940 -15.00728 0.19 1.33 0.54
C 12.12745 -2.00543 -16.06033 0.46 0.35 -0.14
C 9.38239 -2.09105 -14.68686 0.73 -0.04 0.47
C 4.43103 -1.93290 -16.30840 0.60 -0.07 -0.53
C 12.92050 -0.98111 -14.02838 0.72 -0.70 -0.15
C 17.38611 -3.23653 -18.50771 0.29 -0.12 0.15
C 18.83709 -3.01850 -18.18476 0.77 -0.09 0.57
C 4.27360 -0.98952 -13.40146 0.44 0.52 0.04
C 15.73204 -6.15750 -14.96858 0.66 -0.64 0.16
C 16.18310 -1.22655 -20.72625 0.06 0.43 0.65
C 13.01652 -1.17849 -12.52528 0.13 0.60 0.47
C 14.31150 -6.19895 -11.47068 0.40 -0.18 -0.03
C 5.87824 -1.83257 -16.80395 0.11 -0.39 -0.06
C 11.87736 -5.63520 -12.96791 -0.02 0.78 -0.11
C 2.61059 -4.38384 -16.06585 -0.29 -0.30 0.21
H 15.07778 -4.13812 -11.44110 0.22 0.02 0.19
H 11.86979 -5.40568 -11.90367 -0.06 -0.36 0.11
H 16.37407 -6.40487 -12.88692 0.18 0.03 -0.14
H 19.07504 -2.99679 -17.11832 -0.38 0.18 0.02
H 10.52516 -0.81138 -13.35628 -0.10 -0.12 0.09
H 15.38229 -0.75083 -21.28528 0.07 -0.09 -0.22
H 2.34224 -3.90997 -17.00796 0.16 -0.10 -0.12
H 13.16668 -5.73854 -14.62310 0.40 -0.06 -0.04
H 19.19210 -2.08085 -18.61150 -0.01 -0.05 -0.13
H 12.10674 -0.87173 -12.00552 0.01 -0.06 0.00
H 9.42924 -2.91122 -13.96761 -0.22 -0.08 -0.10
H 13.85861 -1.36066 -14.44955 -0.08 0.04 -0.02
H 12.61520 -1.14331 -16.54833 -0.14 0.10 0.15
H 8.42870 -1.57592 -14.60627 -0.07 -0.01 -0.02
H 3.18545 -1.01646 -13.35592 -0.03 -0.11 -0.04
H 4.76449 -3.07251 -13.18350 0.09 0.04 -0.01
H 5.96006 -2.17664 -14.09229 0.02 0.13 0.06
H 6.21539 -2.83126 -17.09622 -0.07 0.03 -0.05
H 4.00508 -0.92387 -16.18788 -0.10 -0.06 0.17
H 10.42834 -0.22833 -15.00074 -0.06 -0.04 0.07
H 16.73015 -6.55745 -15.17744 0.00 0.26 -0.12
H 14.85811 -4.91090 -9.82077 0.30 0.13 -0.09
H 11.20705 -2.16885 -16.61268 -0.11 -0.06 0.05
H 3.44173 -5.07689 -16.19539 0.07 0.11 -0.15
H 13.53427 -4.41237 -13.51998 -0.08 -0.02 -0.11
H 19.45159 -3.83682 -18.56824 -0.16 0.04 -0.23
H 1.75126 -4.98643 -15.76192 -0.05 0.12 0.03
H 15.12586 -6.85036 -11.13715 0.05 0.11 -0.03
H 13.48707 -4.34275 -10.70953 0.08 0.13 -0.17
H 16.62414 -2.07230 -21.23927 -0.14 -0.14 -0.02
H 5.92569 -1.19625 -17.68911 0.05 0.08 0.08
H 11.40828 -6.58818 -13.19697 0.05 -0.14 0.22
H 2.86677 -3.74509 -13.98711 0.16 -0.38 -0.17
H 12.53587 -4.16395 -16.10638 -0.28 0.23 0.36
H 13.82130 -0.54632 -12.13123 -0.11 0.03 -0.06
H 17.34601 -3.54048 -19.55489 -0.51 0.12 0.00
H 4.64090 -0.74557 -12.40092 -0.01 -0.20 0.01
H 13.51927 -3.30036 -17.19148 -0.27 0.52 -0.13
H 9.51114 -2.49930 -15.68406 -0.33 -0.10 -0.10
H 15.57113 -5.28425 -15.59588 -0.14 0.03 -0.01
H 13.26443 -2.19062 -12.20502 -0.18 -0.17 -0.36
H 12.92827 0.08804 -14.30086 -0.37 0.03 0.10
H 2.22106 -2.52123 -15.00427 -0.20 -0.29 -0.24
H 15.77220 -4.78086 -13.32785 0.23 -0.09 0.11
H 6.61992 -1.49412 -16.07998 -0.25 0.29 0.10
H 13.40856 -6.68157 -11.09739 -0.07 0.08 -0.04
H 16.94289 -0.49293 -20.45825 -0.01 0.06 -0.24
H 11.27257 -4.83150 -13.40240 -0.09 -0.22 -0.16
H 13.88047 -3.21197 -15.51839 -0.19 0.23 0.23
H 4.57288 -0.13771 -14.01950 -0.18 -0.05 -0.08
H 3.91315 -2.40771 -17.14319 -0.30 0.13 0.11
H 16.91892 -3.98902 -17.87807 0.00 -0.18 -0.14
H 15.05552 -6.96185 -15.25811 -0.18 0.13 0.04
```
Forces are in eV/Å.

Largest force on an atom   1.49 eV Å⁻¹
HOMO level   -8.0 eV
SMILES string   CCOS(C)(=O)=O.CCN(CC)CC.CCN(CC)CC.CCN(CC)CC
Energy above the lowest of the compared OMol25 structures with the same formula, charge and spin   0.00 kJ/mol
Kohn-Sham gap   8.47 eV

| no. | total energy (eV) |
| --- | --- |
| 1 | -121020.3375 |
| 2 | -37871.1491 |
| 3 | -44083.0939 |